No. 1
Density functional theory data (wB97M-V/def2-TZVPD) for a structure of composition C6H15N2.

```
! RIJCOSX wB97M-V def2-TZVPD def2/J DEFGRID3
* xyz 1 1
C -2.092 -0.950 -0.686
C -2.576 -0.434 0.632
C -1.282 0.176 -0.041
C 0.381 -1.580 1.008
C 0.811 0.916 1.007
C 0.010 -0.188 0.657
N 2.505 0.962 -0.964
N -1.204 1.366 -0.745
H -1.532 -1.857 -0.910
H -2.685 -0.657 -1.478
H -3.282 0.389 0.649
H -2.337 -0.762 1.607
H 1.360 -1.661 1.586
H 0.163 -2.079 0.000
H -0.462 -1.897 1.701
H 1.416 0.820 1.884
H 1.630 0.822 0.044
H 0.341 1.895 0.735
H 3.217 1.690 -0.818
H 1.968 1.173 -1.852
H 3.194 0.225 -1.025
H -1.688 2.158 -0.372
H -1.592 1.224 -1.686
*
```

Kohn-Sham gap	9.52	eV
relative energy (zero: lowest compared OMol25 entry of this formula, charge and spin)	88.3	kcal per mole

---

No. 2
Density functional theory data (wB97M-V/def2-TZVPD) for a structure of composition C37H39CoF2GeN5O5S3.

```
! RIJCOSX wB97M-V def2-TZVPD def2/J DEFGRID3
* xyz 0 4
Co -1.148 -0.129 0.440
C -5.357 0.380 0.725
C -3.925 0.571 0.309
N -3.022 -0.333 0.612
N -3.507 -1.532 1.135
C -2.681 -2.501 1.018
S -1.078 -2.379 0.290
S -3.234 -4.045 1.696
C -2.999 -5.097 0.221
C -3.955 -4.769 -0.891
C -3.636 -3.785 -1.824
C -4.538 -3.440 -2.821
C -5.769 -4.077 -2.899
C -6.091 -5.064 -1.977
C -5.189 -5.404 -0.980
C -3.574 1.728 -0.455
C -4.502 2.875 -0.577
C -4.282 3.964 -1.314
C -3.060 4.136 -2.162
C -2.051 2.979 -1.991
C -2.389 1.794 -1.158
O -1.408 0.963 -1.102
H -5.483 -0.529 1.299
H -5.998 0.343 -0.157
H -5.669 1.233 1.327
H -3.147 -6.111 0.592
H -1.962 -4.996 -0.099
H -2.674 -3.288 -1.768
H -4.278 -2.673 -3.539
H -6.473 -3.809 -3.677
H -7.046 -5.570 -2.035
H -5.447 -6.170 -0.257
H -5.414 2.838 0.002
H -5.016 4.763 -1.318
H -3.338 4.337 -3.199
H -1.593 2.644 -2.922
C 6.832 -5.308 2.226
C 5.815 -4.672 1.284
S 5.608 -2.965 1.701
O 4.888 -2.884 2.953
O 6.876 -2.293 1.562
C 4.518 -2.359 0.443
C 4.225 -0.887 0.736
N 2.953 -0.468 0.150
C 1.763 -0.441 0.852
N 0.791 0.049 0.153
C 1.330 0.504 -1.114
C 2.683 -0.004 -1.105
N 3.542 -0.051 -2.170
O 4.677 -0.549 -2.003
O 3.107 0.369 -3.252
C 1.668 -0.950 2.244
H 6.945 -6.363 1.979
H 6.502 -5.231 3.262
H 7.801 -4.822 2.134
H 4.828 -5.127 1.370
H 6.143 -4.697 0.243
H 3.611 -2.964 0.509
H 4.985 -2.476 -0.533
H 5.017 -0.257 0.351
H 4.141 -0.721 1.808
H 0.714 0.321 -1.990
H 2.004 -0.175 2.940
H 2.294 -1.829 2.392
H 0.637 -1.214 2.464
F -1.764 0.192 3.127
C -1.099 0.869 2.148
F -1.756 2.062 1.952
H -0.109 1.116 2.533
Ge 1.641 2.577 -1.102
C 2.267 2.826 0.725
C 3.600 2.528 1.019
C 4.076 2.589 2.324
C 3.222 2.960 3.354
C 1.900 3.279 3.076
C 1.426 3.210 1.771
C 0.335 3.879 -1.672
C -1.091 3.921 -1.199
C -1.980 5.131 -1.621
C -1.351 6.015 -2.651
C -0.108 5.839 -3.092
C 0.757 4.751 -2.592
H 2.853 2.726 -2.034
H 4.282 2.250 0.220
H 5.112 2.356 2.535
H 3.590 3.011 4.371
H 1.235 3.582 3.875
H 0.390 3.460 1.574
H -1.164 3.726 -0.127
H -2.349 5.732 -0.786
H -1.948 6.837 -3.032
H 0.308 6.515 -3.828
H 1.758 4.679 -3.003
*
```

Kohn-Sham gap (alpha / beta)	7.21 / 6.12	eV
<S²>	3.783

---

No. 3
Density functional theory data (wB97M-V/def2-TZVPD) for a cluster of 2 separate species, C3H5NO in total.

```
! RIJCOSX wB97M-V def2-TZVPD def2/J DEFGRID3
* xyz 0 1
C 0.337 0.332 1.407
C 1.083 -0.447 0.769
N 1.597 -1.291 0.132
H 0.346 1.417 1.182
H -0.358 -0.169 2.061
H 2.537 -1.463 0.195
C -1.433 0.443 -1.461
O -1.147 0.828 -2.525
H -0.670 -0.264 -0.955
H -2.291 0.615 -0.805
*
```

Kohn-Sham gap	10.07	eV
relative energy (zero: lowest compared OMol25 entry of this formula, charge and spin)	69.4	kcal per mole
SMILES	C=C=N.C=O

---

No. 4
Density functional theory data (wB97M-V/def2-TZVPD) for a cluster of 11 separate species, C17H58N20O11 in total.

```
! RIJCOSX wB97M-V def2-TZVPD def2/J DEFGRID3
* xyz 0 1
C 0.545 -3.472 -4.549
O 1.279 -2.332 -4.955
C 0.479 -1.388 -5.666
C -0.029 -0.346 -4.680
C -1.206 0.467 -5.221
N 1.038 0.495 -4.161
H 1.081 -4.273 -4.042
H -0.077 -3.930 -5.327
H -0.159 -3.112 -3.781
H 1.120 -1.054 -6.490
H -0.332 -1.893 -6.206
H -0.324 -1.037 -3.876
H -1.580 1.245 -4.562
H -2.031 -0.163 -5.566
H -0.849 0.908 -6.157
H 0.834 0.756 -3.203
H 1.907 -0.023 -4.074
C 2.525 0.293 -0.942
O 1.334 0.031 -0.259
C 0.611 1.223 0.012
C -0.899 1.086 0.053
C -1.413 0.468 -1.236
N -1.489 2.360 0.382
H 3.083 -0.647 -1.082
H 3.369 0.830 -0.489
H 2.352 0.663 -1.952
H 1.023 1.524 0.984
H 0.820 2.061 -0.668
H -1.074 0.397 0.885
H -0.924 0.858 -2.133
H -2.486 0.499 -1.439
H -1.146 -0.595 -1.161
H -1.492 2.983 -0.415
H -2.405 2.285 0.793
N -3.401 -2.883 1.438
C -3.992 -1.883 2.168
N -3.092 -1.064 2.831
O -5.247 -1.712 2.242
H -2.394 -2.869 1.404
H -3.896 -3.330 0.691
H -2.104 -1.301 2.695
H -3.474 -0.349 3.425
N 0.684 -2.300 4.454
C 0.507 -1.989 3.115
N 1.566 -1.278 2.581
O -0.527 -2.330 2.502
H 0.001 -2.961 4.786
H 1.613 -2.402 4.824
H 1.567 -0.857 1.660
H 2.377 -1.216 3.169
N -3.319 -4.239 -3.811
C -2.868 -3.276 -2.949
N -2.909 -1.980 -3.412
O -2.397 -3.554 -1.838
H -3.437 -5.162 -3.439
H -3.530 -4.032 -4.766
H -3.536 -1.761 -4.166
H -2.729 -1.246 -2.750
N -6.126 3.200 2.131
C -5.716 1.913 2.445
N -6.189 0.962 1.602
O -4.941 1.697 3.379
H -6.919 3.325 1.533
H -5.904 3.914 2.803
H -6.682 1.048 0.737
H -5.796 0.023 1.751
N 5.314 -0.662 1.567
C 5.116 -1.313 2.755
N 5.509 -2.648 2.766
O 4.491 -0.860 3.726
H 4.812 0.217 1.508
H 5.873 -1.034 0.831
H 5.437 -3.034 3.692
H 6.120 -2.978 2.047
N 2.934 3.789 2.504
C 3.586 2.592 2.616
N 3.325 1.875 3.754
O 4.285 2.113 1.710
H 2.952 4.197 1.587
H 2.366 4.209 3.216
H 2.646 2.287 4.364
H 3.878 1.053 3.969
N 3.850 3.590 -1.163
C 3.161 3.818 -2.347
N 3.603 4.946 -3.021
O 2.235 3.111 -2.717
H 4.637 4.125 -0.860
H 3.382 2.976 -0.520
H 4.462 5.365 -2.741
H 2.980 5.284 -3.730
N 0.196 -2.776 -0.874
C 1.095 -3.802 -0.975
N 2.382 -3.561 -0.534
O 0.780 -4.846 -1.552
H 0.492 -1.934 -0.396
H -0.751 -2.965 -1.195
H 2.608 -2.623 -0.258
H 3.058 -4.120 -1.023
N -3.313 3.607 4.874
C -1.980 3.664 5.235
N -1.247 2.691 4.566
O -1.488 4.377 6.119
H -3.870 4.316 5.319
H -3.704 2.766 4.479
H -1.540 2.354 3.665
H -0.349 2.557 4.984
*
```

Kohn-Sham gap	9.08	eV
relative energy (zero: lowest compared OMol25 entry of this formula, charge and spin)	17.2	kcal per mole
SMILES	COC[C@H](C)N.COC[C@H](C)N.NC(N)=O.NC(N)=O.NC(N)=O.NC(N)=O.NC(N)=O.NC(N)=O.NC(N)=O.NC(N)=O.NC(N)=O

---

No. 5
Density functional theory data (wB97M-V/def2-TZVPD) for an isolated molecule of C12H14N2O2.

```
! RIJCOSX wB97M-V def2-TZVPD def2/J DEFGRID3
* xyz 0 1
C -1.760 3.026 0.160
C -0.955 2.300 1.257
C -1.914 1.712 2.290
C -0.045 1.128 0.800
C -0.853 0.080 0.075
C 0.035 -0.947 -0.549
N -0.478 -2.189 -0.728
C 0.280 -3.155 -1.186
O -0.425 -4.301 -1.266
C 1.657 -2.962 -1.514
C 2.507 -4.032 -1.958
N 3.250 -4.862 -2.297
C 2.199 -1.710 -1.293
C 1.409 -0.698 -0.721
C 2.007 0.673 -0.407
O 1.022 1.651 -0.006
H -1.157 3.215 -0.743
H -2.678 2.554 -0.111
H -2.034 4.044 0.501
H -0.336 3.057 1.727
H -1.336 1.155 3.062
H -2.445 2.505 2.831
H -2.634 1.007 1.883
H 0.431 0.621 1.647
H -1.436 0.524 -0.721
H -1.514 -0.467 0.746
H -1.299 -4.028 -0.934
H 3.244 -1.521 -1.532
H 2.800 0.601 0.327
H 2.459 1.016 -1.339
*
```

Kohn-Sham gap	9.24	eV
relative energy (zero: lowest compared OMol25 entry of this formula, charge and spin)	30.9	kcal per mole
SMILES	CC(C)[C@H]1Cc2nc(O)c(C#N)cc2CO1

---

No. 6
Density functional theory data (wB97M-V/def2-TZVPD) for a structure of composition C33H23BF5N4OP2ReSSe2.

```
! RIJCOSX wB97M-V def2-TZVPD def2/J DEFGRID3
* xyz -1 2
Re -3.069 -1.328 -0.761
F -9.269 1.429 -0.744
C -8.354 0.448 -0.747
C -7.006 0.762 -0.750
F -6.610 2.039 -0.750
C -6.103 -0.271 -0.752
F -4.748 -0.076 -0.756
C -6.474 -1.609 -0.753
S -5.127 -2.705 -0.756
C -7.831 -1.905 -0.750
F -8.265 -3.166 -0.750
C -8.760 -0.878 -0.747
F -10.067 -1.156 -0.744
Se 3.683 -0.078 -2.534
P 3.093 -1.004 -0.735
C 3.837 -2.674 -0.676
C 3.555 -3.500 0.412
C 4.100 -4.769 0.491
C 4.932 -5.227 -0.521
C 5.212 -4.410 -1.605
C 4.665 -3.137 -1.682
C 3.786 -0.074 0.676
C 4.724 -0.657 1.522
C 5.265 0.067 2.575
C 4.876 1.380 2.788
C 3.946 1.969 1.944
C 3.407 1.243 0.896
C 1.320 -1.333 -0.742
C 0.132 -0.590 -0.780
N -0.907 -1.409 -0.768
N -0.335 -2.741 -0.737
N 0.931 -2.625 -0.719
P -0.409 1.153 -0.826
Se -2.390 1.172 -0.768
C 0.087 2.133 -2.295
C -0.850 2.512 -3.248
C -0.468 3.260 -4.349
C 0.857 3.642 -4.509
C 1.797 3.275 -3.562
C 1.413 2.527 -2.463
C 0.002 2.015 0.728
C 0.552 3.292 0.732
C 0.829 3.921 1.937
C 0.560 3.276 3.135
C 0.006 2.002 3.130
C -0.276 1.375 1.931
H 2.905 -3.152 1.206
H 3.877 -5.403 1.339
H 5.361 -6.219 -0.463
H 5.860 -4.766 -2.396
H 4.898 -2.517 -2.538
H 5.057 -1.674 1.373
H 5.996 -0.394 3.227
H 5.300 1.947 3.607
H 3.646 2.995 2.101
H 2.692 1.713 0.238
H -1.889 2.228 -3.155
H -1.206 3.546 -5.086
H 1.154 4.228 -5.370
H 2.832 3.573 -3.676
H 2.160 2.265 -1.731
H 0.761 3.807 -0.198
H 1.256 4.916 1.941
H 0.778 3.767 4.075
H -0.210 1.498 4.063
H -0.715 0.382 1.936
B -3.012 -1.213 3.962
C -3.044 -1.244 2.400
N -3.063 -1.270 1.247
H -3.117 -0.064 4.333
H -3.930 -1.871 4.392
H -1.959 -1.674 4.343
O -2.635 -2.979 -0.785
*
```

Kohn-Sham gap (alpha / beta)	6.56 / 6.63	eV
relative energy (zero: lowest compared OMol25 entry of this formula, charge and spin)	105.5	kcal per mole
<S²>	0.756

---

Ordered molecular weight results: 115.20 899.49 71.08 718.78 218.26 1035.52; unit g/mol.
Ordered strongest force on any atom results: 2.87 0.47 4.89 2.59 1.93 5.61; unit eV Å⁻¹.